The following is a quantum chemistry calculation of C32H26N5O3S2V as an isolated structure in a non-equilibrium geometry, from OMol25.

XYZ file:
```
69
Properties=species:S:1:pos:R:3:nbo_charge:R:1
V -0.706 1.517 -0.033 1.3640
C 1.587 3.477 3.171 -0.6468
C 0.800 2.364 2.355 0.4645
O 0.095 2.585 1.322 -0.6114
C 0.980 1.121 2.755 -0.4563
C 0.230 -0.012 2.315 0.3708
C -0.028 -1.387 3.331 -0.6313
N -0.577 -0.063 1.355 -0.3344
N -1.252 -1.220 1.046 -0.3638
C -1.784 -1.011 -0.162 0.5979
O -1.704 0.142 -0.761 -0.6284
C -2.296 -2.247 -0.823 -0.1275
C -1.909 -3.557 -0.453 -0.1500
C -2.539 -4.631 -0.962 -0.2232
C -3.550 -4.356 -1.883 -0.1667
C -3.864 -3.080 -2.350 -0.2194
C -3.189 -2.007 -1.828 -0.1680
H 0.973 4.206 3.657 0.2338
H 2.330 3.960 2.512 0.2297
H 2.168 2.937 3.905 0.2318
H 1.619 0.492 3.394 0.2545
H 0.503 -1.036 4.271 0.2081
H 0.302 -2.351 2.933 0.2440
H -1.092 -1.474 3.496 0.2334
H -1.049 -3.601 0.252 0.2367
H -2.385 -5.674 -0.722 0.2343
H -4.112 -5.170 -2.297 0.2156
H -4.673 -2.910 -3.062 0.2216
H -3.404 -0.966 -2.040 0.2156
N -4.287 3.565 -0.306 -0.4946
C -4.641 3.241 1.012 0.1057
C -5.752 3.536 1.818 -0.2220
C -5.704 3.147 3.123 -0.1780
C -4.613 2.381 3.582 -0.1830
C -3.587 1.963 2.761 -0.2224
C -3.595 2.371 1.420 0.1683
N -2.636 2.329 0.434 -0.5027
C -3.118 2.982 -0.556 0.3976
C -2.371 3.066 -1.791 0.0713
C -2.683 3.705 -2.951 -0.3729
S -1.333 3.570 -4.058 0.5433
C -0.453 2.746 -2.840 -0.0527
N -1.141 2.457 -1.778 -0.4654
H -4.914 3.971 -1.034 0.4389
H -6.607 4.071 1.398 0.2311
H -6.551 3.230 3.689 0.2244
H -4.773 1.872 4.530 0.2283
H -2.863 1.280 3.133 0.2301
H -3.502 4.372 -3.241 0.2659
H 0.574 2.398 -2.841 0.2879
C 8.537 -4.498 -1.304 -0.7259
C 7.235 -3.755 -1.277 0.4373
O 6.333 -3.937 -0.530 -0.5322
S 7.302 -2.311 -2.317 0.2160
C 5.707 -1.648 -2.027 -0.1728
C 5.543 -0.565 -1.198 -0.1987
C 4.287 -0.027 -1.031 -0.1631
C 3.137 -0.551 -1.605 -0.1683
C 3.341 -1.566 -2.499 -0.1639
C 4.581 -2.135 -2.707 -0.1929
C 1.895 0.162 -1.361 0.1179
C 0.898 0.789 -1.059 -0.4161
H 8.457 -5.203 -2.151 0.2473
H 8.674 -5.048 -0.382 0.2454
H 9.411 -3.870 -1.428 0.2417
H 6.312 -0.073 -0.613 0.2311
H 4.139 0.813 -0.294 0.2163
H 2.454 -1.949 -3.047 0.2222
H 4.829 -2.931 -3.368 0.2305
```

As for the spin multiplicity: 2. The value obtained for the HOMO energy (alpha / beta) is -10.514 / -10.496 eV. The calculation puts the largest force on an atom at 5.1 eV Å⁻¹. The calculation puts the gap between HOMO and LUMO (alpha / beta) at 6.192 / 6.702 eV. For the energy, the calculation gives -3474.60728 hartree. Its net charge is +1.

The following is a quantum chemistry calculation of C32H27Cl4N5O2PSV as an isolated structure, from OMol25.

XYZ file:
```
73
Properties=species:S:1:pos:R:3:nbo_charge:R:1
V -0.074 -0.800 0.680 0.8487
Cl 2.325 -1.799 1.156 0.0508
C 2.667 -2.655 2.652 0.0270
C 3.345 -3.850 2.503 -0.2596
C 3.671 -4.595 3.622 -0.2668
C 3.289 -4.118 4.869 -0.2300
C 2.603 -2.923 4.984 -0.0567
Cl 2.170 -2.423 6.595 -0.0182
C 2.246 -2.100 3.882 -0.2463
S 1.428 -0.598 4.016 -0.3162
H 3.609 -4.190 1.511 0.2201
H 4.202 -5.531 3.526 0.2057
H 3.521 -4.675 5.766 0.2138
O 0.362 -4.452 -1.428 -0.6612
C 0.286 -3.254 -1.227 0.8041
O -0.389 -2.685 -0.283 -0.8613
C 1.040 -2.293 -2.171 -0.8402
P 0.472 -0.588 -1.837 0.8748
C -1.064 -0.484 -2.858 -0.2149
C -2.138 -1.333 -2.570 -0.2323
C -3.341 -1.206 -3.249 -0.2015
C -3.501 -0.231 -4.224 -0.2217
C -2.437 0.605 -4.529 -0.2271
C -1.228 0.475 -3.856 -0.2338
C 1.602 0.497 -2.766 -0.3658
C 2.456 0.039 -3.764 -0.1353
C 3.274 0.927 -4.451 -0.2371
C 3.239 2.281 -4.149 -0.2066
C 2.387 2.747 -3.158 -0.2157
C 1.576 1.860 -2.467 -0.1853
H 0.881 -2.617 -3.201 0.2450
H 2.109 -2.363 -1.950 0.2589
H -2.037 -2.078 -1.790 0.2459
H -4.161 -1.870 -3.004 0.2131
H -4.443 -0.129 -4.745 0.2085
H -2.543 1.361 -5.297 0.2072
H -0.412 1.139 -4.107 0.2210
H 2.485 -1.015 -4.010 0.2072
H 3.940 0.559 -5.222 0.2087
H 3.881 2.970 -4.683 0.2079
H 2.362 3.801 -2.911 0.2150
H 0.924 2.217 -1.678 0.2463
Cl -3.408 -3.495 1.452 -0.0539
C -1.746 -3.726 2.052 -0.3897
Cl -1.000 -2.250 2.718 0.1025
H -1.134 -4.046 1.216 0.2736
H -1.787 -4.440 2.865 0.2231
N -3.683 2.811 -0.964 -0.6091
N -3.275 1.637 -0.345 0.1525
N -4.091 0.902 0.384 -0.2347
C -3.281 -0.074 0.762 0.1382
N -2.044 0.082 0.253 -0.3393
N -2.062 1.182 -0.444 -0.0015
H -3.462 3.575 -0.331 0.3795
H -3.115 2.899 -1.801 0.3816
H -3.573 -0.887 1.400 0.2386
C -1.993 3.985 3.411 -0.2413
C -2.250 2.596 3.466 -0.2385
C -1.428 1.724 2.810 -0.1882
C -0.310 2.157 2.049 -0.0061
C 0.486 1.215 1.307 -0.4367
C 1.641 1.744 0.764 -0.2763
C 1.997 3.114 0.841 -0.2153
C 1.167 4.013 1.444 -0.2364
C -0.015 3.549 2.074 -0.0905
C -0.892 4.442 2.743 -0.2049
H -2.648 4.678 3.926 0.1986
H -3.086 2.225 4.046 0.2026
H -1.589 0.654 2.899 0.2051
H 2.324 1.091 0.223 0.1891
H 2.923 3.454 0.389 0.1952
H 1.410 5.069 1.480 0.1911
H -0.659 5.502 2.735 0.1951
```

As for the spin multiplicity: 4. The value obtained for the HOMO energy (alpha / beta) is -3.865 / -3.888 eV. The calculation puts the largest force on an atom at 0.4 eV Å⁻¹. The calculation puts the gap between HOMO and LUMO (alpha / beta) at 6.151 / 6.174 eV. For the energy, the calculation gives -5184.26683 hartree. Its net charge is -1.

The following is a quantum chemistry calculation of C32H27Cl5N7NiO3S as an isolated structure in a non-equilibrium geometry, from OMol25.

XYZ file:
```
76
Properties=species:S:1:pos:R:3:lowdin_charge:R:1
Ni 0.512 -1.070 0.343 0.5915
C -1.365 2.150 5.278 -0.0111
C -0.267 2.672 4.426 -0.3672
N 0.016 3.918 4.221 0.0946
N 1.062 3.853 3.326 -0.0284
C 1.423 2.629 2.937 -0.3459
S 1.385 1.739 0.931 0.7114
N 0.569 1.863 3.695 -0.1555
N 0.448 0.490 3.544 0.0975
H -1.956 2.980 5.655 0.0769
H -0.967 1.578 6.117 0.0814
H -2.002 1.485 4.691 0.0711
H 1.435 4.709 2.963 0.1270
H 1.023 -0.019 4.200 0.0974
H -0.520 0.190 3.550 0.0732
C 2.001 -3.585 3.699 -0.1160
C 3.372 -3.430 3.544 -0.1220
C 3.859 -2.689 2.474 -0.0638
C 2.968 -2.108 1.583 -0.1847
C 1.554 -2.177 1.766 -0.0903
C 1.110 -2.962 2.826 -0.1361
C 3.369 -1.401 0.330 -0.2083
C 4.380 -0.475 0.037 0.0054
C 4.180 0.444 -0.986 -0.0454
C 2.991 0.507 -1.744 -0.0709
C 2.634 1.986 -2.419 0.0143
C 1.420 2.632 -2.627 -0.0743
C 0.381 1.606 -2.613 -0.3357
C 0.669 -0.722 -1.772 -0.4430
C 2.208 -0.692 -1.598 -0.1375
N 2.419 -1.554 -0.572 0.1082
H 1.619 -4.201 4.507 0.0890
H 4.060 -3.902 4.235 0.0867
H 4.929 -2.592 2.319 0.1001
H 0.043 -3.094 2.976 0.0825
H 5.244 -0.378 0.681 0.1101
H 4.896 1.250 -1.103 0.1085
H 3.545 2.563 -2.570 0.0795
H 1.305 3.632 -3.017 0.1001
H 0.205 1.505 -3.685 0.1289
H -0.630 0.157 -2.508 0.0348
C -2.047 3.490 -1.164 -0.0643
C -2.557 2.483 -2.192 -0.1890
C -2.763 1.067 -1.583 -0.2530
C -3.427 0.103 -2.632 -0.1483
C -2.624 -0.271 -3.885 -0.0646
C -3.917 1.306 -0.593 -0.4472
O -4.952 1.817 -0.981 0.0649
N -3.750 0.948 0.690 0.2084
C -2.652 0.209 1.152 -0.5557
O -2.683 -0.174 2.319 0.0207
N -1.641 0.031 0.315 0.1480
C -1.397 0.520 -0.998 -0.2969
O 0.714 1.005 -0.451 -0.9060
H -1.824 4.447 -1.639 0.0758
H -1.132 3.153 -0.669 0.0636
H -2.790 3.660 -0.382 0.0799
H -1.878 2.438 -3.040 0.0926
H -3.525 2.819 -2.567 0.1133
H -4.361 0.581 -2.921 0.1096
H -3.645 -0.818 -2.082 0.1259
H -1.572 -0.348 -3.631 0.0365
H -2.715 0.487 -4.663 0.0787
H -2.929 -1.238 -4.280 0.0806
H -4.522 1.068 1.329 0.1607
Cl -1.176 -4.928 0.442 0.6237
C -0.602 -4.044 -0.953 -0.6919
C -0.335 -2.699 -0.810 -0.0502
C 0.192 -2.103 -2.052 -0.2426
Cl 0.029 0.582 -1.549 0.7389
C 0.476 -2.786 -3.208 -0.6316
Cl 1.264 -1.974 -4.522 0.7097
C 0.116 -4.132 -3.281 -0.7051
Cl 0.377 -5.018 -4.743 0.6410
C -0.428 -4.744 -2.159 -0.6943
Cl -0.854 -6.422 -2.259 0.6346
```

As for the spin multiplicity: 3. The value obtained for the HOMO energy (alpha / beta) is -4.288 / -4.340 eV. The calculation puts the largest force on an atom at 11.8 eV Å⁻¹. The calculation puts the gap between HOMO and LUMO (alpha / beta) at 5.945 / 6.099 eV. For the energy, the calculation gives -6051.23796 hartree. Its net charge is -1.